Record 1
ORCA calculation (ωB97M-V/def2-TZVPD) on one molecule with the formula C8H10.

Cartesian coordinates (Å):
C (1.44, -1.18, 0.13)
C (2.19, 0.15, -0.07)
C (1.36, 1.19, -0.22)
C (-0.01, 0.64, 0.25)
C (-1.39, 1.16, 0.03)
C (-2.30, -0.12, 0.08)
C (-1.43, -1.27, -0.06)
C (0.05, -0.81, -0.20)
H (2.03, -2.00, -0.35)
H (1.36, -1.40, 1.13)
H (3.27, 0.01, 0.13)
H (1.71, 2.24, -0.14)
H (0.16, 0.62, 1.36)
H (-1.68, 1.53, -0.96)
H (-1.88, 2.20, 0.45)
H (-3.35, -0.30, -0.14)
H (-1.63, -2.27, -0.14)
H (0.10, -0.40, -1.29)

Summary:
- HOMO-LUMO gap: 0.35273 Ha
- HOMO: -0.3108 hartree
- LUMO level: 1.1 eV
- Total charge: 0
- SMILES: C1=C[C@H]2CC=C[C@@H]2C1

Record 2
ORCA calculation (ωB97M-V/def2-TZVPD) on C8H10Br2O as an isolated structure.

Cartesian coordinates (Å):
C (0.45, -1.84, -0.94)
C (1.16, -1.24, 0.07)
C (-0.30, -0.87, -1.90)
C (-0.09, 0.64, -1.54)
C (0.98, 0.11, 0.64)
C (-0.08, 0.94, -0.10)
C (-1.28, 0.57, 0.88)
C (0.27, 0.09, 2.03)
O (-2.21, 1.57, 1.07)
Br (0.07, -1.44, 3.16)
Br (0.59, 1.72, 3.08)
H (0.59, -2.87, -1.26)
H (2.00, -1.81, 0.47)
H (0.18, -0.89, -2.87)
H (-1.31, -1.20, -1.84)
H (0.97, 0.86, -2.09)
H (-0.95, 1.13, -2.04)
H (1.90, 0.72, 0.83)
H (0.18, 2.04, 0.17)
H (-1.46, -0.50, 0.78)
H (-1.66, 2.26, 1.41)

Summary:
- HOMO-LUMO gap: 0.33395 Ha
- HOMO: -0.3172 hartree
- LUMO level: 0.5 eV
- Total charge: 0

Record 3
ORCA calculation (ωB97M-V/def2-TZVPD) on C8H10BrFeN3O7P2 as an isolated structure.

Cartesian coordinates (Å):
Fe (0.03, 0.02, -0.07)
O (-0.85, 0.92, -3.55)
P (-1.93, 0.67, -2.37)
O (-3.24, 1.22, -2.72)
O (-1.19, 1.12, -1.11)
O (-1.99, -0.96, -2.31)
P (-1.07, -1.87, -1.35)
O (-1.39, -3.34, -1.86)
O (-1.48, -1.71, 0.08)
O (0.37, -1.46, -1.55)
H (-1.32, 1.16, -4.36)
H (-1.15, -3.47, -2.79)
Br (3.18, 2.78, -4.02)
C (3.17, 1.98, -2.31)
C (4.34, 1.85, -1.59)
C (4.28, 1.25, -0.35)
C (3.06, 0.81, 0.12)
N (1.93, 0.95, -0.58)
C (1.98, 1.52, -1.78)
H (5.28, 2.21, -2.00)
H (5.17, 1.11, 0.25)
H (2.97, 0.33, 1.09)
H (1.05, 1.59, -2.34)
N (-0.53, -0.56, 4.03)
C (0.34, 0.49, 4.19)
C (0.73, 0.83, 2.94)
N (0.12, 0.01, 2.02)
C (-0.64, -0.82, 2.71)
H (-1.02, -1.05, 4.76)
H (0.58, 0.89, 5.16)
H (1.40, 1.62, 2.64)
H (-1.27, -1.58, 2.27)

Summary:
- HOMO-LUMO gap (alpha / beta): 0.34048 / 0.31492 Ha
- Multiplicity: 5
- HOMO (alpha / beta): -0.3392 / -0.3158 hartree
- LUMO level (alpha / beta): 0.0 / 0.0 eV
- Total charge: 0

Record 4
ORCA calculation (ωB97M-V/def2-TZVPD) on a 2-piece molecular cluster, C8H10Cl overall.

Cartesian coordinates (Å):
Cl (0.95, -2.26, 2.40)
H (1.51, -1.49, 1.61)
C (3.64, 1.41, 0.24)
C (4.50, 0.25, -0.18)
C (2.28, 1.45, -0.16)
C (1.36, 2.43, 0.33)
C (-0.04, 2.45, 0.11)
C (-0.63, 1.28, -0.43)
C (0.27, 0.31, -0.95)
C (1.63, 0.56, -1.08)
H (3.50, 1.41, 1.31)
H (4.83, -0.29, 0.71)
H (3.90, -0.53, -0.65)
H (5.38, 0.44, -0.85)
H (1.85, 3.28, 0.77)
H (-0.64, 3.20, 0.69)
H (-1.68, 1.04, -0.13)
H (-0.23, -0.64, -1.41)
H (2.19, 0.01, -1.86)

Summary:
- HOMO-LUMO gap (alpha / beta): 0.31966 / 0.30383 Ha
- Multiplicity: 2
- HOMO (alpha / beta): -0.2894 / -0.3385 hartree
- LUMO level (alpha / beta): 0.8 / -0.9 eV
- Total charge: 0

Record 5
ORCA calculation (ωB97M-V/def2-TZVPD) on an isolated ion of composition C8H10Cl2N4 and charge +2.

Cartesian coordinates (Å):
C (-0.77, 1.82, 0.56)
C (0.76, -0.46, -0.90)
C (-0.47, 0.10, -1.31)
C (0.23, 1.56, 1.36)
C (-1.31, 1.01, -0.55)
C (-3.25, 1.46, -2.00)
C (2.73, -1.82, 1.97)
C (0.96, -0.86, 0.44)
N (-2.45, 1.48, -0.98)
N (3.91, -2.38, 2.22)
N (-4.50, 1.05, -1.95)
N (2.25, -1.33, 0.82)
Cl (-0.71, 0.20, -3.01)
Cl (1.12, 1.76, 2.70)
H (-1.23, 2.74, 0.51)
H (1.62, -0.66, -1.54)
H (-2.99, 2.10, -2.96)
H (1.95, -1.88, 2.74)
H (0.17, -1.18, 1.20)
H (4.27, -2.48, 3.16)
H (4.55, -2.58, 1.46)
H (-4.98, 1.06, -2.82)
H (-4.66, 0.56, -1.10)
H (2.80, -1.25, -0.03)

Summary:
- HOMO-LUMO gap (alpha / beta): 0.22359 / 0.27256 Ha
- HOMO (alpha / beta): -0.5429 / -0.5464 hartree
- LUMO level (alpha / beta): -8.7 / -7.5 eV
- Total charge: +2

Record 6
ORCA calculation (ωB97M-V/def2-TZVPD) on C8H10ClF12MgO14S4 as an isolated structure.

Cartesian coordinates (Å):
Mg (6.97, -0.36, 0.02)
Cl (8.56, 1.02, -1.13)
C (6.98, 2.98, 3.48)
F (5.87, 2.33, 3.84)
F (6.65, 4.04, 2.81)
F (7.72, 3.18, 4.60)
S (8.05, 1.73, 2.33)
O (8.95, 0.92, 3.18)
O (7.13, 0.93, 1.56)
O (8.91, 2.63, 1.49)
C (6.98, -4.15, -2.53)
F (5.93, -4.65, -1.80)
F (8.13, -4.50, -1.93)
F (7.03, -4.82, -3.66)
S (6.88, -2.26, -2.77)
O (5.76, -1.95, -3.70)
O (6.81, -1.64, -1.43)
O (8.15, -1.95, -3.43)
C (9.20, -4.09, 1.54)
F (10.21, -4.49, 2.29)
F (9.16, -4.72, 0.39)
F (8.09, -4.14, 2.26)
S (9.39, -2.19, 1.28)
O (8.08, -1.65, 0.89)
O (9.77, -1.58, 2.58)
O (10.36, -1.99, 0.23)
C (3.26, 2.35, -1.22)
F (4.10, 3.36, -1.64)
F (3.07, 2.50, 0.07)
F (2.14, 2.25, -1.91)
S (4.16, 0.57, -1.56)
O (3.27, -0.46, -0.99)
O (4.42, 0.44, -3.01)
O (5.38, 0.59, -0.73)
C (5.48, -2.93, 0.94)
O (5.59, -1.46, 0.93)
C (4.53, -0.88, 1.73)
C (4.64, -0.93, 3.22)
O (4.38, -2.28, 3.68)
C (3.00, -2.52, 4.07)
H (4.63, -3.34, 0.40)
H (5.55, -3.36, 1.94)
H (6.35, -3.36, 0.45)
H (3.52, -1.19, 1.47)
H (4.55, 0.19, 1.50)
H (3.92, -0.22, 3.62)
H (5.67, -0.65, 3.47)
H (2.91, -3.57, 4.33)
H (2.28, -2.30, 3.28)
H (2.83, -1.98, 5.00)

Summary:
- HOMO-LUMO gap (alpha / beta): 0.31212 / 0.19043 Ha
- Multiplicity: 2
- HOMO (alpha / beta): -0.1518 / -0.1517 hartree
- LUMO level (alpha / beta): 4.4 / 1.1 eV
- Total charge: -2

Record 7
ORCA calculation (ωB97M-V/def2-TZVPD) on one molecule with the formula C8H10ClF2NO2.

Cartesian coordinates (Å):
C (-0.25, 0.31, 0.40)
C (-0.13, 0.73, -1.03)
C (-1.02, 1.22, 1.40)
C (0.47, -1.69, -1.43)
C (1.21, -1.54, -0.04)
C (0.42, -0.29, -2.05)
C (1.81, 0.26, -2.39)
C (-2.39, 1.13, 3.29)
N (0.34, -0.82, 0.90)
O (-1.22, 2.37, 1.28)
O (-1.58, 0.41, 2.33)
F (-0.37, -0.32, -3.19)
F (0.97, -0.49, 2.24)
Cl (-0.88, 2.07, -1.70)
H (0.82, -2.43, -2.15)
H (-0.52, -1.97, -1.14)
H (1.26, -2.59, 0.27)
H (2.26, -1.10, -0.16)
H (1.71, 1.14, -2.93)
H (2.15, -0.46, -3.02)
H (2.62, 0.25, -1.62)
H (-2.49, 0.36, 4.19)
H (-3.36, 1.41, 2.87)
H (-1.83, 2.04, 3.69)

Summary:
- HOMO-LUMO gap: 0.30845 Ha
- HOMO: -0.3118 hartree
- LUMO level: -0.1 eV
- Total charge: 0
- SMILES: COC(=O)C1=C(Cl)[C@](C)(F)CCN1F

Record 8
ORCA calculation (ωB97M-V/def2-TZVPD) on a 2-piece molecular cluster, C8H10ClN3O3 overall.

Cartesian coordinates (Å):
C (3.95, 0.82, -0.43)
C (2.70, 1.29, 0.18)
C (0.49, 0.47, 0.98)
C (3.72, -0.17, -1.31)
C (-3.58, 0.29, -0.65)
C (-2.74, 1.42, -0.12)
C (-2.36, -0.57, -0.69)
C (-1.70, 0.35, 0.32)
N (1.75, 0.56, 0.46)
N (1.92, -3.18, 1.17)
N (1.06, -3.65, 1.72)
O (0.26, 0.13, 2.13)
O (0.11, -4.06, 2.20)
O (-0.35, 0.65, 0.05)
Cl (2.53, 3.02, 0.16)
H (4.91, 1.29, -0.31)
H (4.57, -0.38, -1.92)
H (2.80, -0.64, -1.45)
H (-4.23, -0.05, 0.31)
H (-4.20, 0.32, -1.63)
H (-2.35, 2.04, -0.89)
H (-3.22, 2.22, 0.61)
H (-2.34, -1.72, -0.43)
H (-1.84, -0.43, -1.78)
H (-1.85, -0.02, 1.33)

Summary:
- HOMO-LUMO gap: 0.38326 Ha
- HOMO: -0.3690 hartree
- LUMO level: 0.4 eV
- Total charge: 0
- SMILES: C=C/C(Cl)=N/C(=O)OC1CCC1.N#[N+][O-]

Record 9
ORCA calculation (ωB97M-V/def2-TZVPD) on one molecule with the formula C8H10ClN3O3.

Cartesian coordinates (Å):
C (3.13, 0.82, -2.93)
C (2.64, 0.01, -1.98)
C (0.40, 0.22, -1.07)
C (2.13, 1.73, -3.61)
C (-2.16, -1.54, 1.47)
C (-2.04, -1.09, -0.05)
C (-1.88, -0.05, 1.85)
C (-1.57, 0.28, 0.41)
N (1.59, 0.11, -1.11)
N (0.93, 1.35, -3.01)
N (0.13, 0.49, -3.28)
O (-0.58, 0.28, -2.05)
O (-0.21, -0.02, -4.32)
O (-0.11, 0.37, 0.16)
Cl (3.67, -1.22, -1.32)
H (4.13, 0.83, -3.30)
H (2.20, 2.83, -3.56)
H (2.19, 1.36, -4.74)
H (-3.24, -1.84, 1.59)
H (-1.44, -2.33, 1.72)
H (-1.25, -1.65, -0.66)
H (-3.08, -1.12, -0.52)
H (-2.83, 0.57, 2.31)
H (-1.09, 0.28, 2.60)
H (-2.16, 1.18, -0.11)

Summary:
- HOMO-LUMO gap: 0.34254 Ha
- HOMO: -0.3260 hartree
- LUMO level: 0.4 eV
- Total charge: 0
- SMILES: [O-]/[N+]1=N\C/C=C(Cl)\N=C(\OC2CCC2)O1

Record 10
ORCA calculation (ωB97M-V/def2-TZVPD) on one molecule with the formula C8H10ClOPS.

Cartesian coordinates (Å):
C (-2.43, -2.58, 0.26)
C (-2.12, -1.53, 1.11)
C (-1.74, -2.52, -0.97)
C (-1.10, -0.53, 0.75)
C (-0.83, -1.61, -1.33)
C (-0.46, -0.59, -0.47)
C (1.40, 3.19, -0.08)
C (0.66, 1.89, 0.28)
O (2.68, -0.39, 1.43)
P (0.73, 0.60, -1.00)
S (2.64, -0.74, 0.00)
Cl (3.90, 0.66, -1.01)
H (-2.94, -3.48, 0.59)
H (-2.68, -1.60, 2.06)
H (-1.98, -3.33, -1.69)
H (-0.90, 0.14, 1.56)
H (-0.37, -1.59, -2.35)
H (2.47, 2.87, -0.13)
H (0.99, 3.47, -1.09)
H (1.29, 4.04, 0.69)
H (-0.47, 1.92, 0.20)
H (1.26, 1.71, 1.20)

Summary:
- HOMO-LUMO gap (alpha / beta): 0.29237 / 0.29239 Ha
- HOMO (alpha / beta): -0.3148 / -0.3148 hartree
- LUMO level (alpha / beta): -0.6 / -0.6 eV
- Total charge: 0
- SMILES: CCP(c1ccccc1)#S(=O)Cl

Record 11
ORCA calculation (ωB97M-V/def2-TZVPD) on C8H10CoF6N4O16 as an isolated structure.

Cartesian coordinates (Å):
Co (-6.56, 4.41, -14.39)
N (-9.17, 5.96, -13.10)
O (-8.95, 7.03, -12.50)
O (-8.15, 5.23, -13.36)
O (-10.31, 5.58, -13.33)
N (-6.33, 5.36, -17.48)
O (-6.19, 4.19, -17.91)
O (-6.67, 6.29, -18.24)
O (-6.19, 5.58, -16.24)
N (-8.81, 3.23, -16.03)
O (-9.61, 4.17, -15.90)
O (-8.95, 2.46, -16.98)
O (-7.87, 3.10, -15.18)
N (-5.21, 6.84, -12.46)
O (-5.36, 5.87, -13.26)
O (-5.93, 7.84, -12.64)
O (-4.42, 6.77, -11.51)
C (-1.03, 5.48, -15.63)
C (-2.50, 5.02, -15.40)
O (-2.66, 3.72, -15.93)
C (-3.71, 2.97, -15.60)
O (-4.51, 3.31, -14.78)
C (-3.88, 1.75, -16.55)
F (-5.05, 1.87, -17.15)
F (-2.93, 1.64, -17.47)
F (-4.00, 0.66, -15.78)
H (-1.02, 5.87, -16.65)
H (-0.30, 4.69, -15.49)
H (-0.80, 6.35, -15.02)
H (-3.00, 5.69, -16.10)
H (-2.80, 5.21, -14.37)
C (-3.68, 3.09, -9.64)
C (-4.80, 3.61, -10.55)
O (-5.86, 2.65, -10.52)
C (-6.56, 2.45, -11.65)
O (-6.42, 3.09, -12.64)
C (-7.56, 1.31, -11.57)
F (-7.10, 0.20, -12.15)
F (-7.89, 1.10, -10.30)
F (-8.68, 1.66, -12.22)
H (-4.08, 2.77, -8.67)
H (-2.96, 3.87, -9.43)
H (-3.25, 2.24, -10.17)
H (-4.41, 3.68, -11.56)
H (-5.03, 4.61, -10.20)

Summary:
- HOMO-LUMO gap (alpha / beta): 0.25500 / 0.25341 Ha
- Multiplicity: 4
- HOMO (alpha / beta): -0.1007 / -0.0991 hartree
- LUMO level (alpha / beta): 4.2 / 4.2 eV
- Total charge: -2

Record 12
ORCA calculation (ωB97M-V/def2-TZVPD) on a 2-piece molecular cluster, C8H10F6O4 overall.

Cartesian coordinates (Å):
C (-1.92, 1.15, -1.66)
C (-2.94, 1.09, -0.52)
O (-2.50, 0.47, 0.67)
C (-3.30, -0.10, 1.55)
O (-4.48, -0.08, 1.61)
C (-2.60, -1.07, 2.58)
F (-3.27, -2.18, 2.85)
F (-1.36, -1.37, 2.00)
F (-2.33, -0.27, 3.59)
H (-2.15, 1.54, -2.49)
H (-1.39, 0.16, -1.72)
H (-1.20, 1.64, -1.28)
H (-3.98, 0.70, -0.82)
H (-3.32, 2.17, -0.11)
C (0.60, -1.54, -0.14)
C (1.43, -0.34, -0.84)
O (2.82, -0.49, -0.47)
C (3.55, 0.57, -0.74)
O (3.23, 1.69, -1.24)
C (5.01, 0.47, -0.24)
F (5.26, 1.17, 0.86)
F (5.22, -0.94, 0.05)
F (5.97, 0.75, -1.16)
H (1.10, -2.36, -0.46)
H (-0.47, -1.39, -0.31)
H (0.87, -1.58, 0.88)
H (1.13, 0.58, -0.59)
H (1.01, -0.43, -1.86)

Summary:
- HOMO-LUMO gap: 0.43673 Ha
- HOMO: -0.4178 hartree
- LUMO level: 0.5 eV
- Total charge: 0
- SMILES: CCOC(=O)C(F)(F)F.CCOC(=O)C(F)(F)F

no.,energy (a.u.),F_max (Eh/bohr)
1,-310.67896,0.1110
2,-5533.97706,0.0849
3,-5522.61513,0.0010
4,-770.91422,0.0727
5,-1449.49363,0.0681
6,-4815.80336,0.1192
7,-1175.85490,0.1139
8,-1160.86323,0.0889
9,-1160.72131,0.0803
10,-1585.73561,0.0842
11,-3715.32576,0.0594
12,-1210.89269,0.1903